104
Properties=species:S:1:pos:R:3:forces:R:3:mulliken_charge:R:1 method="wB97M-V/def2-TZVPD" total_charge=0 homo_lumo_gap_ev=7.9
H -3.823145 -4.932530 -1.981514 -0.2884 -0.0796 -0.0587 0.322
N -2.970627 -4.804453 -2.516262 -0.4843 0.0448 -0.7824 -0.555
C -1.995054 -4.721288 -1.735114 -0.0597 -0.0519 0.5185 -0.784
C -0.601080 -4.540630 -2.225871 0.0836 -0.3651 0.1280 -0.556
C -0.005062 -3.151352 -1.914990 -0.2571 -0.7832 -0.2956 1.381
C -0.144356 -2.955220 -0.480338 -0.1414 0.6963 0.7024 -0.910
N -0.260235 -2.737608 0.643237 -0.0817 -0.3778 -0.2965 -0.507
C 1.536962 -3.185066 -2.256022 -0.6731 0.5843 -0.3449 1.890
C 2.354958 -2.630307 -1.193056 1.2819 0.5284 0.3573 -0.390
N 3.141658 -2.290149 -0.422738 -0.6542 -0.2099 -0.3875 -0.502
N 1.824064 -2.555706 -3.570489 0.6072 0.0385 1.2398 -0.489
C 1.971250 -3.333757 -4.468996 -1.1671 -0.6183 -1.0124 0.638
S 1.717906 -4.393028 -5.599273 0.6051 0.0304 -0.3376 -0.350
P -0.877892 -1.704230 -2.711322 1.2097 3.3756 -0.0403 0.904
O -0.985185 -1.894100 -4.304149 -0.4931 -1.0775 0.7333 -0.442
O -2.370689 -1.559663 -2.160897 0.4371 -1.0469 -0.2222 -0.451
S 0.132353 -0.110114 -2.312677 -0.2261 -0.4232 0.0790 -0.277
H -2.165671 -4.804656 -0.661792 0.3925 0.0830 0.2842 0.484
H 0.007751 -5.269053 -1.701318 0.2557 -0.1913 0.1454 0.466
H -0.545906 -4.796149 -3.277020 -0.0856 0.2249 -0.3768 0.402
H 1.794629 -4.231153 -2.349251 0.1241 -0.1800 0.3967 -0.805
H -0.418246 -2.607124 -4.619726 -0.0142 -0.0707 -0.3686 0.312
H -2.623236 -2.294952 -1.588629 -0.4551 -0.0163 0.0316 0.371
C 4.397862 -7.041658 -1.789237 -0.0302 0.1236 -0.0061 -1.054
C 3.007107 -7.281703 -1.235532 0.1568 -0.0219 -0.2280 -0.374
O 2.103784 -6.246371 -1.644064 -0.0370 -0.0150 0.0017 -0.482
H 4.779463 -6.076970 -1.453352 0.0077 -0.0238 0.0712 0.269
H 5.086702 -7.822844 -1.467454 0.0011 -0.0111 -0.0246 0.391
H 4.380824 -7.022069 -2.881987 0.0131 -0.1006 -0.0019 0.308
H 3.021520 -7.279874 -0.147902 -0.1194 0.0900 0.0111 0.329
H 2.617323 -8.246160 -1.573008 0.0249 -0.0378 0.0853 0.285
H 2.078749 -6.259468 -2.608096 0.0204 -0.1704 -0.0295 0.174
C 3.325050 4.298940 -2.718099 0.0003 0.0399 0.1034 -0.975
C 2.718412 2.941131 -3.020125 -0.1894 0.2586 -0.1233 -0.170
O 1.379806 2.856581 -2.545708 0.1585 -0.1033 0.1712 -0.476
H 3.314474 4.491551 -1.644355 0.0621 -0.0883 0.0212 0.337
H 4.356488 4.355694 -3.074075 -0.0045 0.0206 0.0088 0.283
H 2.746848 5.090450 -3.197010 0.0604 -0.0131 -0.1093 0.182
H 3.282390 2.150143 -2.527360 -0.1080 -0.0723 0.0268 0.316
H 2.726772 2.749773 -4.099335 0.1521 -0.0329 0.0044 0.236
H 0.870907 3.542177 -2.986027 -0.0644 0.0308 -0.0498 0.259
C -2.397934 -3.202208 4.188661 -0.0307 0.0042 0.1504 -0.873
C -3.482147 -3.113715 3.134379 0.4433 -0.0862 -0.1494 -0.241
O -3.018058 -2.369315 2.008561 -0.4759 0.0168 -0.1332 -0.427
H -2.092013 -2.204182 4.504259 -0.0231 0.0052 0.0209 0.072
H -2.745244 -3.757175 5.061710 0.0123 0.0084 0.0068 0.352
H -1.509335 -3.697442 3.788173 -0.0380 -0.0644 -0.0074 0.409
H -4.359550 -2.601865 3.525796 -0.0265 0.0380 -0.0909 0.238
H -3.788836 -4.114000 2.804738 -0.0979 -0.0070 0.1234 0.228
H -2.244856 -2.820371 1.657810 0.2548 0.1418 0.0985 0.231
C -4.359367 0.258091 6.845876 0.0393 0.0289 -0.0481 -1.055
C -5.096355 -0.709120 5.937919 -0.0634 0.0104 0.4768 -0.103
O -5.105364 -2.019657 6.506233 0.0811 -0.0588 -0.3618 -0.497
H -3.334674 -0.078093 7.004472 0.0210 0.0100 -0.0807 0.282
H -4.337068 1.261486 6.417881 0.0040 0.0119 0.0306 0.292
H -4.840039 0.308499 7.826392 -0.0661 0.0641 -0.0350 0.366
H -4.602927 -0.773842 4.969669 0.0024 -0.1361 0.0036 0.165
H -6.129855 -0.382960 5.777534 0.0533 0.0977 -0.1098 0.277
H -5.547765 -1.960291 7.356184 -0.0232 -0.0311 0.0849 0.281
C 0.751806 -3.492295 -10.814047 -0.0534 -0.0246 0.0074 -1.119
C 1.166312 -3.889552 -9.409622 0.1920 -0.1744 -0.2985 -0.076
O 1.053158 -5.299403 -9.214728 -0.1542 0.1561 0.2572 -0.529
H -0.276388 -3.798383 -11.006915 -0.0278 0.0381 0.0426 0.288
H 0.829758 -2.413588 -10.956097 0.0188 -0.0073 -0.0195 0.328
H 1.382348 -3.986649 -11.556773 0.0629 0.0681 0.0036 0.337
H 0.523843 -3.407567 -8.674171 -0.0105 -0.1192 0.0778 0.236
H 2.200632 -3.586191 -9.213911 -0.0525 0.1513 0.0373 0.254
H 1.627598 -5.726603 -9.854839 0.0319 -0.0726 -0.0460 0.289
C 4.393344 7.337110 -5.687771 -0.0119 -0.0114 0.0678 -1.020
C 3.756055 5.990180 -5.974932 -0.1752 0.2893 -0.1257 -0.232
O 2.412813 5.939633 -5.498283 0.0965 -0.1750 0.0895 -0.495
H 4.383484 7.540628 -4.616639 0.0392 -0.0486 0.0161 0.271
H 5.424944 7.367015 -6.041618 -0.0101 0.0225 -0.0161 0.322
H 3.835715 8.140088 -6.175677 0.0485 -0.0095 -0.0751 0.326
H 4.302135 5.194758 -5.471113 -0.0983 -0.0631 0.0309 0.246
H 3.761858 5.783490 -7.050337 0.1336 -0.0530 0.0107 0.319
H 1.917215 6.630112 -5.945608 -0.0656 0.0468 -0.0278 0.276
C -0.180519 0.979450 2.736179 -0.0301 0.0058 0.0477 -0.926
C 0.322166 0.808242 4.158902 0.0568 -0.2175 -0.2832 -0.100
O 0.146035 -0.536981 4.601423 -0.0810 0.1095 0.2444 -0.520
H -1.235368 0.710511 2.671406 -0.0180 0.0284 0.0307 0.245
H -0.058328 2.010391 2.396938 0.0288 -0.0186 -0.0364 0.313
H 0.361221 0.323653 2.050590 0.0511 0.0723 -0.0334 0.319
H -0.235308 1.449409 4.839311 0.0038 -0.0767 0.0852 0.130
H 1.384127 1.072455 4.227880 -0.0344 0.1258 0.0019 0.231
H 0.641890 -1.106373 4.006993 -0.0143 -0.0625 -0.0766 0.311
C 0.547767 6.025248 5.186085 -0.0864 0.0331 0.0924 -0.923
C 0.465055 4.535219 5.462753 -0.0686 0.1196 -0.3831 -0.219
O -0.817825 4.013424 5.118601 0.0149 -0.0596 0.2692 -0.482
H -0.219839 6.559613 5.746885 0.0153 -0.0108 0.0414 0.115
H 1.526493 6.421348 5.462949 0.0088 -0.0038 -0.0449 0.345
H 0.376314 6.231375 4.126424 0.1044 -0.0273 -0.0242 0.329
H 0.616510 4.334138 6.522117 -0.0830 -0.0867 0.0056 0.304
H 1.232501 3.994982 4.896716 0.0945 0.0129 0.1180 0.236
H -0.955531 4.175402 4.181732 -0.0414 0.0060 -0.0753 0.278
C -3.739314 6.135052 7.906956 0.0652 -0.0585 -0.0129 -0.901
C -2.847541 7.359420 8.003994 -0.2937 -0.0146 -0.2541 -0.239
O -2.318745 7.714863 6.728644 0.2330 0.0088 0.1665 -0.481
H -3.182139 5.291673 7.497847 0.0405 0.0024 0.0343 0.179
H -4.131762 5.856329 8.886321 -0.0289 0.0089 -0.0136 0.324
H -4.581233 6.323316 7.236366 -0.0496 0.0373 0.0685 0.317
H -1.998774 7.162432 8.656739 0.0781 0.0565 -0.0669 0.283
H -3.404212 8.210355 8.411422 0.0313 -0.0450 0.1359 0.262
H -3.058559 7.901350 6.145620 -0.0484 -0.0007 -0.0739 0.267